Entry from the OMol25 dataset: a structure of composition C57H66ClGeIrO9P (ωB97M-V with the def2-TZVPD basis set).

Atoms and positions in Å:
Ir  -0.157  -0.278  -0.506
C  -0.191  -3.354  4.088
C  -0.913  -2.878  2.831
C  -1.802  -1.671  3.141
C  0.062  -2.579  1.690
C  -0.663  -2.154  0.418
C  -0.260  -2.380  -0.936
C  -1.051  -3.295  -1.860
C  -0.311  -4.642  -1.907
C  -2.482  -3.561  -1.396
C  1.001  -1.817  -1.365
C  1.894  -1.280  -0.421
C  1.221  -1.698  2.091
C  3.183  -0.544  -0.705
C  4.425  -1.436  -0.620
C  3.382  0.669  0.207
C  1.333  -1.782  -2.821
C  2.267  -2.676  -3.331
C  2.528  -2.701  -4.690
C  1.851  -1.837  -5.541
C  0.935  -0.929  -5.033
C  0.676  -0.876  -3.662
P  -0.328  0.406  -2.814
C  -2.066  0.434  -3.544
C  -2.105  0.256  -5.066
C  -2.897  -0.705  -2.942
C  -2.753  1.747  -3.142
C  0.554  2.044  -3.243
C  0.111  3.204  -2.337
C  2.046  1.834  -2.968
C  0.406  2.488  -4.702
H  -0.913  -3.764  4.794
H  0.310  -2.528  4.597
H  0.555  -4.118  3.873
H  -1.541  -3.693  2.452
H  -1.224  -0.843  3.551
H  -2.537  -1.954  3.895
H  -2.343  -1.295  2.273
H  -1.731  -2.292  0.531
H  -1.056  -2.881  -2.869
H  -0.227  -5.057  -0.900
H  0.692  -4.552  -2.324
H  -0.871  -5.350  -2.519
H  -2.479  -4.182  -0.498
H  -3.012  -4.115  -2.171
H  -3.052  -2.656  -1.183
H  1.861  -2.084  2.895
H  3.087  -0.213  -1.739
H  4.534  -1.869  0.377
H  5.305  -0.822  -0.812
H  4.415  -2.230  -1.368
H  3.703  0.328  1.192
H  2.481  1.270  0.317
H  4.181  1.296  -0.190
H  2.770  -3.359  -2.658
H  3.252  -3.399  -5.089
H  2.046  -1.860  -6.605
H  0.437  -0.256  -5.710
H  -1.710  -0.716  -5.360
H  -1.586  1.031  -5.622
H  -3.154  0.280  -5.370
H  -2.573  -1.678  -3.310
H  -3.933  -0.571  -3.261
H  -2.879  -0.685  -1.855
H  -2.351  2.614  -3.658
H  -2.702  1.917  -2.065
H  -3.810  1.670  -3.407
H  0.343  3.004  -1.297
H  -0.941  3.454  -2.431
H  0.682  4.086  -2.637
H  2.206  1.536  -1.935
H  2.556  2.790  -3.108
H  2.505  1.105  -3.637
H  -0.615  2.746  -4.970
H  0.789  1.758  -5.412
H  1.005  3.394  -4.825
O  -3.254  4.419  2.035
C  -2.653  3.510  1.543
C  -3.261  2.202  0.998
O  -4.431  1.908  0.985
C  -2.111  1.446  0.494
C  -0.932  2.130  0.674
O  0.201  1.586  0.292
C  -1.132  3.434  1.314
O  -0.326  4.285  1.585
O  -2.110  0.254  -0.065
Cl  3.914  -2.756  3.325
C  2.785  -4.283  0.164
C  1.922  -3.488  0.751
O  0.784  -3.809  1.381
O  2.093  -2.064  0.830
H  2.572  -5.340  0.137
H  3.737  -3.904  -0.165
O  0.363  1.370  3.273
C  1.187  0.528  3.157
O  0.955  -0.376  2.073
C  2.430  0.340  3.961
C  2.436  1.154  5.251
Ge  1.148  0.609  6.641
C  1.652  1.519  8.295
C  2.851  1.169  8.917
C  3.252  1.786  10.093
C  2.453  2.765  10.668
C  1.255  3.118  10.066
C  0.857  2.498  8.888
C  1.305  -1.319  6.916
C  0.326  -2.027  7.617
C  0.444  -3.394  7.818
C  1.549  -4.079  7.325
C  2.540  -3.389  6.643
C  2.420  -2.018  6.450
C  -0.651  1.127  6.086
C  -1.651  0.200  5.815
C  -2.862  0.596  5.258
C  -3.086  1.931  4.955
C  -2.100  2.872  5.227
C  -0.899  2.470  5.791
H  3.249  0.632  3.298
H  2.628  -0.719  4.131
H  2.251  2.210  5.036
H  3.431  1.096  5.698
H  3.479  0.395  8.486
H  4.184  1.500  10.562
H  2.762  3.247  11.587
H  0.624  3.876  10.515
H  -0.088  2.776  8.437
H  -0.540  -1.508  8.016
H  -0.326  -3.927  8.364
H  1.636  -5.148  7.476
H  3.402  -3.904  6.239
H  3.215  -1.519  5.909
H  -1.483  -0.854  6.011
H  -3.626  -0.143  5.045
H  -4.019  2.240  4.500
H  -2.258  3.911  4.970
H  -0.127  3.215  5.955

The spin multiplicity is 2. Its net charge is 0. For the HOMO energy (spin up / spin down), the calculation gives -0.295 / -0.296 Eh. As for the lowest unoccupied orbital energy (spin up / spin down): -0.391 / -2.152 eV. The value obtained for the HOMO-LUMO gap (spin up / spin down) is 0.280 / 0.216 Ha. As for the energy above the lowest of the compared OMol25 structures with the same formula, charge and spin: 0.0000 eV.